[1]
{
  "formula": "C54H46FeN5OP2S",
  "method": "the ωB97M-V functional and the def2-TZVPD basis",
  "elements": ["Fe", "O", "S", "C", "C", "C", "C", "C", "C", "C", "C", "C", "C", "P", "C", "C", "C", "C", "C", "C", "C", "C", "C", "C", "C", "C", "C", "C", "C", "C", "C", "C", "C", "C", "C", "C", "C", "C", "P", "C", "C", "C", "C", "C", "C", "C", "C", "C", "C", "C", "C", "C", "C", "H", "H", "H", "H", "H", "H", "H", "H", "H", "H", "H", "H", "H", "H", "H", "H", "H", "H", "H", "H", "H", "H", "H", "H", "H", "H", "H", "H", "H", "H", "H", "H", "H", "H", "H", "H", "N", "C", "C", "C", "C", "C", "N", "C", "N", "N", "N", "H", "H", "H", "H", "H", "H", "H", "H", "H", "H"],
  "positions_angstrom": [[-0.142, 0.289, 0.429], [0.906, -1.604, 1.731], [0.106, -2.130, 0.584], [-1.303, -2.971, 1.158], [-1.124, -3.841, 2.218], [-2.172, -4.629, 2.714], [-3.388, -4.543, 2.083], [-4.683, -5.271, 2.339], [-5.661, -4.743, 1.256], [-4.875, -3.700, 0.503], [-5.219, -2.869, -0.526], [-4.261, -1.941, -0.976], [-2.971, -1.850, -0.479], [-2.002, -0.435, -1.084], [-3.200, 0.890, -1.322], [-3.793, 1.152, -2.555], [-4.753, 2.150, -2.660], [-5.126, 2.877, -1.537], [-4.539, 2.612, -0.306], [-3.572, 1.624, -0.195], [-1.255, -0.929, -2.652], [-0.990, -2.286, -2.856], [-0.354, -2.708, -4.014], [-0.004, -1.782, -4.989], [-0.276, -0.435, -4.795], [-0.878, 0.000, -3.623], [-2.568, -2.774, 0.534], [-3.564, -3.638, 1.016], [1.064, -3.234, -0.362], [0.633, -4.536, -0.518], [1.367, -5.490, -1.238], [2.563, -5.099, -1.775], [3.590, -5.884, -2.547], [4.709, -4.865, -2.873], [4.247, -3.576, -2.245], [4.829, -2.341, -2.199], [4.126, -1.311, -1.556], [2.888, -1.457, -0.945], [2.243, 0.124, -0.280], [3.344, 0.707, 1.038], [2.959, 0.628, 2.377], [3.825, 1.056, 3.375], [5.071, 1.566, 3.049], [5.455, 1.663, 1.717], [4.597, 1.241, 0.716], [2.445, 1.314, -1.632], [2.713, 2.653, -1.337], [2.759, 3.595, -2.352], [2.527, 3.214, -3.669], [2.251, 1.888, -3.964], [2.204, 0.939, -2.951], [2.285, -2.754, -0.944], [2.997, -3.762, -1.623], [-0.139, -3.912, 2.671], [-2.003, -5.289, 3.555], [-5.042, -5.057, 3.346], [-4.542, -6.350, 2.280], [-6.564, -4.314, 1.692], [-5.984, -5.537, 0.581], [-6.206, -2.877, -0.974], [-4.574, -1.240, -1.741], [-3.518, 0.579, -3.432], [-5.213, 2.354, -3.619], [-5.879, 3.650, -1.621], [-4.837, 3.173, 0.573], [-3.122, 1.427, 0.771], [-1.312, -3.024, -2.131], [-0.162, -3.764, -4.167], [0.472, -2.113, -5.905], [-0.017, 0.288, -5.560], [-1.047, 1.054, -3.469], [-0.303, -4.837, -0.065], [0.993, -6.502, -1.330], [3.152, -6.318, -3.447], [3.958, -6.718, -1.947], [4.848, -4.741, -3.948], [5.673, -5.172, -2.466], [5.793, -2.137, -2.649], [4.585, -0.331, -1.561], [1.993, 0.238, 2.652], [3.516, 0.992, 4.412], [5.742, 1.899, 3.832], [6.424, 2.072, 1.457], [4.903, 1.349, -0.316], [2.910, 2.959, -0.316], [2.991, 4.627, -2.116], [2.571, 3.950, -4.463], [2.078, 1.583, -4.990], [1.983, -0.094, -3.200], [-1.045, 1.552, 3.149], [-0.761, 0.899, 2.234], [-2.993, 5.950, -1.345], [-2.128, 6.217, -0.119], [-2.697, 5.562, 1.135], [-0.670, 5.820, -0.352], [-0.493, 4.365, -0.511], [-0.325, 3.421, 0.404], [-0.304, 2.266, -0.226], [-0.452, 2.530, -1.548], [-0.565, 3.784, -1.726], [-4.017, 6.282, -1.160], [-3.032, 4.883, -1.583], [-2.620, 6.479, -2.224], [-2.084, 7.297, 0.050], [-2.808, 4.480, 1.007], [-3.689, 5.960, 1.350], [-2.073, 5.744, 2.015], [-0.042, 6.119, 0.484], [-0.270, 6.260, -1.262], [-0.260, 3.565, 1.475]],
  "forces_ev_per_a": [[0.1, -0.1, 0.1], [0.1, 0.0, 0.1], [-0.1, 0.2, 0.0], [0.0, -0.1, 0.0], [0.1, 0.0, 0.1], [0.0, 0.0, 0.0], [0.0, 0.0, 0.0], [0.0, 0.0, 0.0], [0.0, 0.0, 0.0], [0.0, 0.0, 0.0], [0.0, 0.0, 0.0], [-0.1, 0.0, 0.0], [-0.1, 0.0, 0.0], [0.1, 0.1, 0.2], [0.0, 0.0, -0.1], [0.0, 0.0, 0.0], [0.0, 0.0, 0.0], [0.0, 0.0, 0.0], [0.0, 0.0, 0.1], [-0.1, 0.1, -0.1], [0.0, -0.1, -0.1], [0.0, 0.0, -0.1], [0.0, 0.0, 0.0], [0.0, 0.0, 0.0], [0.0, 0.0, 0.0], [0.0, -0.1, 0.0], [0.1, 0.0, 0.0], [0.0, 0.0, 0.0], [0.1, -0.1, 0.0], [0.0, 0.0, 0.0], [0.0, 0.0, 0.0], [0.0, 0.0, 0.0], [0.0, 0.0, 0.0], [0.0, 0.0, 0.0], [0.0, 0.0, 0.0], [0.0, 0.0, 0.0], [0.0, 0.0, 0.0], [0.1, 0.1, 0.0], [-0.3, -0.1, 0.0], [0.1, 0.0, 0.1], [0.0, 0.1, -0.1], [0.0, 0.0, 0.1], [0.0, 0.0, 0.0], [0.0, 0.0, 0.0], [0.1, -0.1, 0.1], [0.1, 0.0, 0.0], [0.0, 0.0, 0.0], [0.0, 0.0, 0.0], [0.0, 0.0, 0.0], [0.0, -0.1, 0.0], [0.0, 0.0, 0.0], [0.0, 0.0, 0.0], [0.0, 0.0, 0.0], [-0.1, 0.0, 0.0], [0.0, 0.0, 0.0], [0.0, 0.0, 0.0], [0.0, 0.0, 0.0], [0.0, 0.0, 0.0], [0.0, 0.0, 0.0], [0.1, 0.0, 0.0], [0.0, 0.0, 0.0], [0.0, 0.0, 0.0], [0.0, 0.0, 0.0], [0.0, 0.0, 0.0], [0.0, 0.0, -0.1], [0.0, 0.0, 0.0], [0.0, 0.0, 0.0], [0.0, 0.1, 0.0], [0.0, 0.0, 0.1], [0.0, -0.1, 0.0], [0.0, 0.1, 0.0], [0.0, 0.0, 0.0], [0.0, 0.0, 0.0], [0.0, 0.0, 0.0], [0.0, 0.0, 0.0], [0.0, 0.0, 0.0], [0.0, 0.0, 0.0], [0.0, 0.0, 0.0], [0.0, 0.0, 0.0], [-0.1, -0.1, 0.0], [0.0, 0.0, -0.1], [0.0, 0.0, 0.0], [-0.1, 0.0, 0.0], [0.0, 0.0, 0.0], [0.0, 0.0, 0.0], [0.0, 0.0, 0.0], [0.0, 0.0, 0.0], [0.0, 0.0, 0.1], [0.1, 0.0, 0.0], [0.1, -0.3, -0.4], [-0.2, 0.3, 0.4], [0.0, 0.0, -0.1], [0.0, 0.0, 0.0], [0.0, 0.0, 0.1], [0.1, -0.2, 0.0], [0.0, 0.2, -0.1], [-0.2, 0.0, 0.2], [0.1, 0.0, -0.5], [0.0, 0.1, 0.1], [-0.1, -0.1, 0.3], [0.1, 0.0, 0.0], [0.0, 0.1, 0.0], [0.0, 0.0, 0.0], [0.0, 0.0, 0.0], [0.0, 0.1, 0.0], [0.0, 0.0, 0.0], [0.0, 0.0, -0.1], [0.0, 0.0, 0.1], [0.0, 0.0, 0.0], [0.0, 0.0, -0.1]],
  "s_squared": 8.771,
  "gap_ev": [7.810, 6.385],
  "charge": 2,
  "e_tot_ha": -4778.493232,
  "multiplicity": 6
}

---

[2]
{
  "formula": "C2H4N4O",
  "method": "the ωB97M-V functional and the def2-TZVPD basis",
  "elements": ["C", "C", "H", "H", "H", "H", "N", "N", "N", "N", "O"],
  "positions_angstrom": [[-1.379, 0.988, 0.039], [0.072, 0.990, -0.082], [2.175, -0.794, -0.630], [1.924, -0.413, 0.954], [-0.950, -1.909, -0.501], [-1.988, 1.872, 0.096], [1.548, -0.925, 0.143], [0.349, -0.374, -0.211], [-0.807, -1.085, 0.088], [-1.846, -0.219, 0.086], [0.901, 1.869, 0.018]],
  "forces_ev_per_a": [[0.0, -0.2, -0.2], [0.0, -0.4, 0.4], [0.4, 0.0, -0.2], [-0.1, -0.3, -0.4], [0.0, 0.4, 0.3], [-0.2, -0.1, 0.1], [0.6, -0.1, 0.7], [-0.5, 0.9, -0.2], [-0.3, -0.1, -0.1], [0.0, 0.0, -0.1], [0.1, -0.1, -0.2]],
  "smiles": "Nn1[nH]ncc1=O",
  "gap_ev": 9.854,
  "e_tot_ha": -372.805141
}

---

[3]
{
  "formula": "C2H3BrO",
  "method": "the ωB97M-V functional and the def2-TZVPD basis",
  "elements": ["C", "C", "O", "Br", "H", "H", "H"],
  "positions_angstrom": [[-1.288, 0.215, 0.026], [-0.314, 0.510, -0.615], [-1.465, -1.022, 2.447], [-3.123, 0.590, 0.060], [-1.419, -2.050, 2.691], [0.415, 0.618, -1.280], [-0.804, -0.325, 1.711]],
  "forces_ev_per_a": [[-2.1, 1.3, -0.7], [-1.9, -0.8, 1.9], [1.3, 0.5, -1.0], [1.0, -0.6, 0.5], [1.0, 3.6, -1.7], [3.0, 0.4, -1.9], [-2.3, -4.4, 3.0]],
  "smiles": "C#CBr.O",
  "gap_ev": 9.579,
  "e_tot_ha": -2727.081494
}